Molecular formula: C4H10OS
Method: DFT, ωB97M-V with the def2-TZVPD basis set

Values from the calculation:
**HOMO level**: -8.925 eV
**Total charge**: 0
**SMILES**: C=CO.CCS
**HOMO-LUMO gap**: 9.600 eV

Last column: natural (NBO) charge in e.
Element x y z (Å)
C -0.186 3.356 0.987  -0.512
C 0.888 2.822 1.568  0.146
O 1.299 1.540 1.448  -0.694
H -0.374 4.337 1.387  0.208
H -0.894 2.776 0.415  0.213
H 1.520 3.479 2.157  0.155
H 2.239 1.420 1.554  0.484
C -0.458 -3.071 -0.760  -0.641
C -0.638 -1.560 -0.785  -0.498
S -1.094 -0.997 -2.492  -0.053
H -0.850 -3.662 -1.579  0.225
H 0.582 -3.338 -0.549  0.209
H -0.914 -3.519 0.139  0.211
H 0.241 -1.035 -0.427  0.221
H -1.470 -1.257 -0.152  0.216
H 0.109 -1.292 -2.911  0.108



Molecular formula: C9H11ClHfO3
Method: DFT, ωB97M-V with the def2-TZVPD basis set

Values from the calculation:
**HOMO level**: -17.444 eV
**Total charge**: +2
**HOMO-LUMO gap**: 8.092 eV

Last column: natural (NBO) charge in e.
Element x y z (Å)
Cl -0.995 2.433 -0.553  -0.211
C -0.828 -1.457 -0.666  -0.345
C 0.586 -1.666 -0.457  -0.387
C 1.278 -0.741 -1.316  -0.335
H 1.013 -2.483 0.161  0.289
C 0.326 0.000 -2.096  -0.041
C -0.963 -0.437 -1.668  -0.298
H -1.898 -0.259 -2.193  0.300
H -1.599 -2.111 -0.262  0.301
H 2.364 -0.710 -1.408  0.288
C 0.685 0.983 -3.186  -0.644
Hf 0.020 0.480 0.332  1.774
C 2.138 1.696 0.407  0.523
O 3.005 2.395 0.747  -0.265
C -1.917 1.347 1.167  0.401
O -2.640 1.941 1.865  -0.315
H 1.658 1.408 -2.889  0.232
H -0.092 1.761 -3.241  0.255
H 0.818 0.480 -4.168  0.289
C -0.700 -0.684 3.525  -0.268
O -0.199 -0.747 2.163  -0.773
H -1.784 -0.762 3.496  0.228
H -0.345 0.250 3.997  0.219
H -0.301 -1.545 4.088  0.236
H 0.370 -1.572 2.155  0.548



Molecular formula: C11H15InNP
Method: DFT, ωB97M-V with the def2-TZVPD basis set

Values from the calculation:
**HOMO level (spin up / spin down)**: -4.225 / -4.167 eV
**Total charge**: 0
**HOMO-LUMO gap (spin up / spin down)**: 4.360 / 4.262 eV

Last column: natural (NBO) charge in e.
Element x y z (Å)
C -0.113 -2.269 -3.275  -0.371
C 1.120 -2.441 -2.570  -0.309
C 0.808 -2.967 -1.276  -0.353
C -0.606 -3.143 -1.190  -0.333
C -1.180 -2.708 -2.429  -0.336
In -0.199 -0.654 -1.397  0.464
P -1.076 1.426 -2.347  -0.082
H -0.218 -1.902 -4.286  0.227
H 2.109 -2.263 -2.968  0.233
H 1.526 -3.260 -0.528  0.227
H -2.225 -2.759 -2.700  0.231
H -1.144 -3.603 -0.376  0.228
H -2.527 1.231 -2.570  0.040
H -0.310 1.706 -3.585  0.061
H -0.819 2.441 -1.311  0.054
C 0.562 2.565 4.007  -0.640
C 0.402 1.787 2.753  0.055
C -0.599 0.794 2.707  -0.247
C -0.722 0.056 1.531  0.061
N 0.162 0.270 0.515  -0.578
C 1.083 1.271 0.518  0.055
C 1.249 2.058 1.660  -0.259
H -0.376 3.087 4.245  0.231
H 0.797 1.883 4.837  0.232
H 1.375 3.290 3.873  0.220
H -1.259 0.574 3.548  0.226
H -1.469 -0.716 1.362  0.221
H 1.631 1.413 -0.411  0.215
H 2.016 2.834 1.664  0.228



Molecular formula: C7H12O3
Method: DFT, ωB97M-V with the def2-TZVPD basis set

Values from the calculation:
**HOMO level (spin up / spin down)**: -7.891 / -7.769 eV
**Total charge**: 0
**HOMO-LUMO gap (spin up / spin down)**: 7.566 / 7.418 eV

Last column: natural (NBO) charge in e.
Element x y z (Å)
O 2.089 1.347 1.630  -0.686
C 1.088 0.723 0.895  0.239
C 0.067 1.605 0.255  -0.434
C -0.346 0.648 1.358  -0.248
C -0.899 -0.713 0.979  -0.453
C 0.073 -1.231 -0.075  0.165
C -0.136 -1.959 -1.331  0.022
O -0.878 -0.940 -1.643  -0.635
C 1.433 -0.567 0.167  -0.493
H 2.326 0.787 2.376  0.469
H 0.110 2.658 0.535  0.240
H -0.211 1.412 -0.783  0.224
H -0.628 1.085 2.316  0.237
H -0.875 -1.375 1.856  0.229
H -1.930 -0.702 0.602  0.253
H 0.723 -2.219 -1.972  0.218
H -0.015 -2.639 -0.068  0.183
H 2.003 -0.406 -0.759  0.237
H 2.037 -1.196 0.838  0.237
O -2.340 1.209 -2.613  -0.953
H -1.881 0.488 -2.148  0.495
H -1.812 1.988 -2.417  0.454



Molecular formula: C2H4ClP
Method: DFT, ωB97M-V with the def2-TZVPD basis set

Values from the calculation:
**HOMO level**: -9.723 eV
**Total charge**: 0
**SMILES**: Cl[C@@H]1CP1
**HOMO-LUMO gap**: 10.589 eV

Last column: natural (NBO) charge in e.
Element x y z (Å)
Cl -2.508 0.339 -0.124  -0.061
C -0.917 -0.586 -0.158  -0.411
C 0.442 0.150 0.394  -0.632
P 0.443 -0.374 -1.456  0.447
H -1.116 -1.562 0.067  0.204
H 0.102 1.113 0.665  0.243
H 1.121 -0.482 0.893  0.230
H -0.229 0.867 -1.683  -0.020



Molecular formula: C45H37FMnN5O5S2
Method: DFT, ωB97M-V with the def2-TZVPD basis set

Values from the calculation:
**Expectation value of S²**: 8.755
**HOMO level (spin up / spin down)**: -8.472 / -9.115 eV
**Total charge**: +1
**2S+1**: 6
**HOMO-LUMO gap (spin up / spin down)**: 5.275 / 5.918 eV

Last column: Mulliken spin population.
Element x y z (Å)
Mn -1.917 -2.682 0.773  4.701
F 1.017 3.180 3.309  0.000
C 0.950 2.781 2.018  -0.001
C 0.233 1.660 1.699  0.001
C 0.088 1.216 0.383  0.021
C -0.658 -0.036 0.249  -0.083
O -0.590 -0.915 1.109  0.022
C -1.032 -1.279 -1.819  0.003
C -0.138 -0.637 -2.921  0.001
N 0.954 1.455 -1.982  0.002
C 2.206 1.822 -2.603  0.000
C 2.541 1.625 -4.045  0.000
C 2.350 3.019 -3.515  0.000
C 0.782 1.895 -0.666  0.003
C 1.490 3.042 -0.281  0.001
C 1.584 3.511 1.025  0.000
N 2.343 4.689 1.257  0.000
C 1.934 5.917 0.588  0.000
C 3.221 6.669 0.165  0.000
N 4.343 6.074 0.952  0.000
C 3.987 6.042 2.403  0.000
C 2.889 4.964 2.579  0.000
C -2.278 -2.141 -2.213  0.020
O -2.726 -2.042 -3.345  0.005
O -2.654 -2.860 -1.235  0.021
H -0.263 1.097 2.479  0.000
H -0.456 -0.973 -3.909  -0.002
H 3.033 1.650 -1.922  0.000
H 1.822 1.231 -4.748  0.000
H 3.551 1.302 -4.257  0.000
H 1.444 3.546 -3.790  0.000
H 3.220 3.660 -3.422  0.000
H 1.996 3.611 -1.047  0.000
H 1.329 6.546 1.253  0.000
H 1.326 5.680 -0.280  0.000
H 3.165 7.732 0.390  0.000
H 3.440 6.543 -0.894  0.000
H 5.228 6.542 0.772  0.000
H 4.390 5.091 0.658  0.000
H 3.629 7.032 2.677  0.000
H 4.870 5.817 2.995  0.000
H 2.141 5.323 3.291  0.000
H 3.310 4.043 2.977  0.000
C -5.645 -0.878 1.367  0.011
C -4.544 -1.867 1.635  0.015
O -3.434 -1.638 1.107  0.016
C -4.774 -3.007 2.477  0.034
C -6.029 -3.193 3.100  -0.002
C -6.252 -4.222 3.971  0.005
C -5.212 -5.122 4.258  0.003
C -3.985 -4.988 3.668  0.008
C -3.718 -3.949 2.738  0.033
O -2.561 -3.900 2.170  0.088
H -5.273 -0.107 0.699  -0.001
H -5.990 -0.422 2.295  0.001
H -6.488 -1.382 0.894  0.001
H -6.832 -2.502 2.881  0.000
H -7.219 -4.340 4.440  0.001
H -5.388 -5.938 4.948  0.000
H -3.178 -5.679 3.876  0.001
S 1.047 -6.866 3.122  0.000
C 2.224 -8.033 3.548  -0.002
C 3.346 -7.919 2.789  0.001
C 3.256 -6.871 1.844  -0.002
C 2.068 -6.193 1.891  0.000
C 1.621 -5.087 1.047  -0.002
C 0.283 -4.648 1.090  0.008
N -0.209 -3.665 0.365  0.043
C 0.620 -3.066 -0.539  0.019
C 2.001 -3.402 -0.640  -0.002
C 2.839 -2.708 -1.550  0.007
C 2.369 -1.737 -2.407  -0.005
C 1.003 -1.457 -2.337  0.004
C -0.089 0.901 -2.871  0.002
C -1.436 1.479 -2.504  -0.003
C -2.023 0.911 -1.453  0.007
N -1.441 -0.240 -0.864  0.021
C 0.187 -2.076 -1.417  -0.030
C -1.959 2.627 -3.223  0.000
C -1.487 3.222 -4.363  0.000
C -2.271 4.321 -4.792  0.000
C -3.330 4.557 -3.976  0.000
S -3.394 3.441 -2.677  0.000
C 2.481 -4.430 0.189  0.014
H 2.014 -8.734 4.339  0.000
H 4.202 -8.569 2.893  0.000
H 4.050 -6.642 1.147  0.000
H -0.433 -5.120 1.754  -0.012
H 3.889 -2.978 -1.562  0.000
H 3.039 -1.240 -3.097  0.000
H 0.146 1.246 -3.871  0.000
H -2.942 1.268 -1.003  0.000
H -0.612 2.886 -4.902  0.000
H -2.064 4.904 -5.678  0.000
H -4.092 5.313 -4.079  0.000
H 3.529 -4.700 0.150  0.001



Q: Which value of total charge does entry 6 give?
A: +1



Q: Among the records above, which one has the highest total charge?
A: C9H11ClHfO3



Q: total charge of number 1 (C4H10OS)?
A: 0